ORCA calculation (ωB97M-V with the def2-TZVPD basis set) on a structure of composition C29H38MgN4O2P2 at a distorted geometry.

Structure (XYZ):
```
76
Properties=species:S:1:pos:R:3
Mg 1.561 0.029 -1.519
C 2.049 1.544 -2.880
C 0.814 1.799 -2.305
C -0.497 1.726 -3.081
C -0.635 0.441 -3.874
C -0.057 -0.727 -3.111
C 1.224 -1.262 -3.154
C 2.385 -0.722 -3.950
C 2.333 0.813 -4.170
C 2.327 -2.630 0.512
H 2.988 1.697 -2.316
H 0.775 2.609 -1.542
H -0.561 2.588 -3.761
H -1.355 1.849 -2.391
H -1.711 0.264 -3.984
H -0.271 0.566 -4.904
H -0.875 -1.365 -2.765
H 1.324 -2.329 -2.933
H 2.410 -1.255 -4.917
H 3.329 -0.979 -3.422
H 3.323 1.192 -4.471
H 1.611 1.035 -4.962
H 3.108 -1.969 0.921
H 2.661 -3.515 -0.061
H 1.431 -2.802 1.124
P -1.021 -1.407 0.517
P -0.201 1.789 2.197
N -1.219 -2.744 -0.877
N -2.502 -2.005 1.116
N 1.385 1.915 1.550
N -0.304 3.185 3.103
C -1.394 0.279 -0.055
C -1.293 1.644 0.749
C -0.060 -3.312 -1.387
C -0.372 -4.107 -2.487
C -1.791 -4.114 -2.590
C -2.282 -3.255 -1.621
C -2.626 -3.310 1.611
C -3.972 -3.551 1.848
C -4.696 -2.372 1.482
C -3.773 -1.436 1.030
C 2.375 0.935 1.587
C 3.344 1.229 0.644
C 2.960 2.468 0.021
C 1.735 2.833 0.544
C 0.005 4.503 2.734
C -0.065 5.295 3.866
C -0.487 4.461 4.969
C -0.656 3.175 4.482
H -2.433 0.289 -0.409
H -0.776 0.324 -0.980
H -1.024 2.435 0.026
H -2.290 1.887 1.178
H 0.886 -3.067 -0.893
H 0.337 -4.581 -3.168
H -2.368 -4.721 -3.267
H -3.304 -3.000 -1.394
H -1.722 -3.874 1.776
H -4.362 -4.485 2.236
H -5.761 -2.197 1.532
H -3.876 -0.403 0.739
H 2.486 0.263 2.413
H 4.194 0.619 0.436
H 3.517 3.049 -0.707
H 1.147 3.726 0.399
H 0.207 4.732 1.698
H 0.169 6.348 3.908
H -0.637 4.801 5.982
H -1.017 2.266 4.941
C 0.908 -0.759 4.331
C 0.112 -0.652 3.037
O 0.726 -0.698 1.878
O -1.128 -0.578 3.103
H 1.961 -1.056 4.196
H 0.427 -1.531 4.952
H 0.841 0.165 4.943
```

Its largest force on an atom is 6.00 eV/Å. The value obtained for the total energy is -2379.76762 Eh. As for the HOMO energy: -5.9 eV. The charge is 0. The calculation puts the LUMO energy at -2.0 eV.


ORCA calculation (ωB97M-V with the def2-TZVPD basis set) on an isolated molecule of C29H38N4O4.

Structure (XYZ):
```
75
Properties=species:S:1:pos:R:3
C 5.480 3.598 1.994
C 5.196 2.242 1.453
C 5.970 1.357 0.768
C 5.152 0.231 0.500
C 3.934 0.513 1.040
C 2.667 -0.276 1.139
C 2.629 -1.489 0.178
O 2.311 -2.589 0.593
N 2.923 -1.175 -1.083
C 2.858 -2.090 -2.222
C 3.807 -3.267 -1.985
C 1.420 -2.592 -2.385
C 3.289 -1.295 -3.452
N 1.488 0.568 0.929
C 0.379 0.343 1.827
C -0.420 -0.900 1.411
C -1.798 -0.965 2.071
N -2.729 -1.716 1.246
C -2.402 -3.135 1.185
C -3.373 -3.834 0.235
O -4.709 -3.670 0.647
C -5.028 -2.303 0.729
C -4.103 -1.571 1.701
C 1.455 1.415 -0.131
O 2.410 1.525 -0.895
C 0.264 2.251 -0.348
C 0.276 3.576 -0.745
C -1.051 3.986 -0.892
C -1.863 2.897 -0.615
C -3.308 2.778 -0.631
C -4.102 3.923 -0.743
C -5.479 3.834 -0.753
C -6.100 2.600 -0.649
C -5.328 1.456 -0.538
C -3.948 1.539 -0.530
N -1.043 1.860 -0.281
O 3.959 1.728 1.633
H 5.300 3.627 3.068
H 6.515 3.859 1.797
H 4.830 4.335 1.524
H 6.994 1.486 0.483
H 5.434 -0.662 -0.018
H 2.581 -0.684 2.155
H 3.080 -0.190 -1.284
H 3.765 -3.956 -2.824
H 3.521 -3.794 -1.080
H 4.828 -2.911 -1.875
H 0.746 -1.753 -2.546
H 1.349 -3.265 -3.235
H 1.114 -3.124 -1.488
H 4.308 -0.934 -3.332
H 2.636 -0.438 -3.599
H 3.246 -1.922 -4.339
H 0.771 0.210 2.840
H -0.252 1.234 1.840
H -0.556 -0.894 0.326
H 0.165 -1.790 1.647
H -1.715 -1.387 3.087
H -2.205 0.048 2.169
H -1.386 -3.257 0.810
H -2.471 -3.600 2.184
H -3.186 -4.909 0.218
H -3.243 -3.424 -0.778
H -6.065 -2.246 1.067
H -4.939 -1.842 -0.267
H -4.363 -0.509 1.724
H -4.239 -1.990 2.714
H 1.156 4.170 -0.889
H -1.373 4.964 -1.186
H -3.629 4.890 -0.816
H -6.073 4.732 -0.840
H -7.177 2.530 -0.655
H -5.805 0.490 -0.459
H -3.377 0.625 -0.455
H -1.365 0.926 -0.092
```

Its largest force on an atom is 0.97 eV/Å. Its SMILES is Cc1ccc([C@H](C(=O)NC(C)(C)C)N(CCCN2CCOCC2)C(=O)c2ccc(-c3ccccc3)[nH]2)o1. The value obtained for the total energy is -1647.87328 Eh. As for the HOMO energy: -7.8 eV. The charge is 0. The calculation puts the LUMO energy at 0.6 eV.


ORCA calculation (ωB97M-V with the def2-TZVPD basis set) on a structure of composition C29H39N5O4PtSSb.

Structure (XYZ):
```
80
Properties=species:S:1:pos:R:3
Pt 1.061 -1.065 2.131
O 2.026 -3.755 4.920
C 1.822 -2.751 4.299
N 2.083 -2.512 2.964
C 3.032 -3.142 2.190
O 4.014 -3.726 2.557
C 2.607 -3.021 0.752
C 3.244 -3.771 -0.211
C 2.681 -3.864 -1.476
C 1.467 -3.237 -1.684
C 0.916 -2.483 -0.666
N 1.484 -2.301 0.521
C 1.282 -1.491 4.935
C 1.064 -1.406 6.291
C 0.864 -0.158 6.855
C 0.980 0.957 6.040
C 1.163 0.790 4.680
N 1.234 -0.418 4.112
H 4.148 -4.292 0.074
H 3.150 -4.448 -2.256
H 0.930 -3.330 -2.620
H -0.038 -2.017 -0.815
H 1.103 -2.319 6.869
H 0.694 -0.050 7.918
H 0.958 1.958 6.450
H 1.357 1.631 4.036
O 0.354 3.110 2.562
C -0.566 2.475 2.998
C -1.563 2.863 4.067
C -2.435 1.626 4.301
C -1.923 0.578 3.339
O -2.279 -0.557 3.198
N -0.887 1.170 2.605
H -2.127 3.721 3.700
H -1.019 3.198 4.949
H -3.489 1.794 4.080
H -2.378 1.229 5.313
S -1.903 2.319 0.402
C -0.874 1.001 0.415
N -0.312 0.501 1.492
C -1.283 1.459 -5.488
C -0.534 0.218 -5.154
C -1.156 -1.105 -5.447
C 0.957 0.238 -5.121
Sb -0.809 0.254 -1.720
C 1.802 2.805 -1.540
C 2.682 1.614 -1.704
C 1.234 3.536 -2.703
C 1.736 3.449 -0.201
C -2.712 -0.854 -1.577
C -3.351 -0.852 -0.193
C -3.645 -0.203 -2.596
C -2.402 -2.298 -1.982
H -1.321 1.620 -6.576
H -0.815 2.345 -5.054
H -2.321 1.413 -5.150
H -0.921 -1.424 -6.474
H -2.244 -1.089 -5.369
H -0.771 -1.897 -4.796
H 1.374 -0.183 -6.046
H 1.360 -0.373 -4.303
H 1.356 1.246 -5.016
H 2.658 1.215 -2.719
H 2.402 0.810 -1.007
H 3.728 1.852 -1.463
H 1.368 2.995 -3.639
H 1.696 4.525 -2.828
H 0.160 3.730 -2.574
H 1.875 2.735 0.613
H 0.787 3.969 -0.042
H 2.522 4.212 -0.087
H -3.665 0.142 0.121
H -2.699 -1.266 0.579
H -4.249 -1.477 -0.229
H -3.840 0.846 -2.359
H -4.608 -0.724 -2.589
H -3.248 -0.255 -3.610
H -1.685 -2.774 -1.311
H -2.028 -2.370 -3.006
H -3.322 -2.891 -1.932
```

Its largest force on an atom is 0.65 eV/Å. Its multiplicity is 5. The value obtained for the total energy is -2460.57759 Eh. As for the HOMO energy (alpha / beta): -9.1 / -11.8 eV. The charge is +1. The calculation puts the LUMO energy (alpha / beta) at -3.2 / -6.1 eV.